{
  "formula": "C6H7N2OS",
  "method": "ωB97M-V with the def2-TZVPD basis set",
  "symbols": ["C", "C", "C", "C", "C", "C", "N", "N", "O", "S", "H", "H", "H", "H", "H", "H", "H"],
  "positions_angstrom": [[-1.363, -0.237, 2.208], [0.001, -0.001, 2.317], [-1.944, -0.165, 0.945], [0.695, 0.431, 1.217], [-1.224, 0.360, -0.102], [0.864, -0.474, -2.140], [0.086, 0.677, 0.045], [1.905, -0.043, -2.773], [0.763, 0.969, -1.018], [-0.011, -1.708, -1.675], [-1.938, -0.605, 2.987], [0.559, -0.396, 3.081], [-2.990, -0.343, 0.768], [1.771, 0.847, 1.289], [-1.663, 0.271, -1.102], [2.011, 0.982, -2.678], [2.477, -0.565, -3.370]],
  "forces_ev_per_a": [[0.5455, -0.1719, -2.0626], [-1.0987, -0.1284, -2.0430], [0.0530, 1.4472, 0.8874], [2.4399, 1.8652, 0.3453], [-0.1865, -1.0778, -0.7051], [0.1328, -0.7605, 2.3299], [-1.9651, -0.9187, 0.6066], [-1.2207, 2.4563, 0.6753], [0.6988, 0.0548, -1.7515], [0.5783, 0.3855, -0.9595], [-0.8179, -0.5885, 1.6059], [1.1182, -0.0821, 2.2972], [-0.1589, -0.3279, 0.1087], [-1.7792, -1.2943, -0.3340], [0.5173, 0.9540, 0.3770], [0.5466, -0.8852, -0.3098], [0.5966, -0.9277, -1.0679]],
  "orbital_gap_ev": 9.407,
  "molar_mass_g_mol": 155.20,
  "total_charge": 1,
  "relative_energy_kcal_mol": 51.67,
  "e_lumo_ev": -4.33,
  "total_energy_ha": -815.4248,
  "largest_force_ha_per_bohr": 0.06010
}


{
  "formula": "C22H35MnNO2P2S2",
  "method": "ωB97M-V with the def2-TZVPD basis set",
  "symbols": ["P", "P", "C", "C", "H", "H", "H", "H", "C", "H", "H", "H", "C", "H", "H", "H", "C", "H", "H", "H", "C", "H", "H", "H", "Mn", "C", "C", "C", "C", "C", "C", "C", "C", "C", "H", "H", "H", "H", "H", "H", "H", "H", "H", "H", "H", "H", "H", "H", "H", "O", "S", "O", "N", "C", "S", "C", "C", "C", "C", "C", "C", "H", "H", "H", "H"],
  "positions_angstrom": [[-2.491, -0.136, -0.958], [0.359, -1.615, -2.003], [-2.389, -1.075, -2.538], [-1.281, -2.135, -2.639], [-2.351, -0.369, -3.385], [-3.349, -1.588, -2.607], [-1.577, -3.086, -2.165], [-1.107, -2.357, -3.694], [1.211, -0.703, -3.339], [2.232, -0.466, -3.000], [0.684, 0.246, -3.528], [1.257, -1.285, -4.273], [1.353, -2.995, -1.379], [1.620, -3.712, -2.175], [0.787, -3.513, -0.585], [2.270, -2.575, -0.929], [-3.290, 1.476, -1.191], [-3.288, 1.995, -0.219], [-4.323, 1.413, -1.560], [-2.693, 2.083, -1.892], [-3.344, -1.199, 0.248], [-2.753, -2.111, 0.419], [-4.356, -1.482, -0.071], [-3.408, -0.659, 1.204], [-0.313, -0.058, -0.546], [-2.287, -3.780, -5.012], [-1.824, -2.711, -5.688], [-2.650, -2.003, -6.718], [-4.139, -1.779, -6.349], [-4.401, -1.468, -4.902], [-4.726, -2.390, -3.977], [-4.756, -3.862, -4.265], [-3.643, -4.393, -5.206], [-0.828, 0.854, 1.187], [-1.647, -4.346, -4.328], [-0.764, -2.430, -5.659], [-2.601, -2.584, -7.659], [-2.205, -1.025, -6.948], [-4.496, -0.912, -6.938], [-4.736, -2.644, -6.680], [-4.414, -0.399, -4.668], [-5.155, -2.095, -3.012], [-5.744, -4.104, -4.701], [-4.704, -4.426, -3.322], [-3.538, -5.478, -5.002], [-3.973, -4.308, -6.253], [-0.441, 0.144, 1.933], [-1.877, 1.105, 1.350], [-0.190, 1.752, 1.154], [3.886, -1.226, 4.395], [2.673, -0.545, 3.989], [1.451, -0.769, 4.737], [2.396, -0.706, 2.337], [2.392, 0.423, 1.670], [1.888, 0.491, 0.013], [2.774, 1.590, 2.497], [2.858, 2.955, 2.181], [3.072, 3.895, 3.211], [3.200, 3.466, 4.546], [3.135, 2.105, 4.863], [2.942, 1.200, 3.827], [2.752, 3.262, 1.146], [3.116, 4.959, 2.978], [3.356, 4.203, 5.337], [3.205, 1.738, 5.890]],
  "forces_ev_per_a": [[-0.1851, 0.0549, -1.1987], [-0.0747, -0.5229, 0.1316], [-1.2383, -0.1418, 0.1758], [0.7109, -0.4823, -0.5059], [0.0565, -0.1729, 0.3664], [0.5145, 0.0648, -0.3764], [0.1336, 0.3918, -0.0264], [-0.3923, 0.0257, 0.5919], [0.2315, -0.4199, -0.3597], [-0.3530, -0.0693, -0.0862], [0.1230, -0.3719, 0.0832], [0.0770, 0.2186, 0.2112], [0.2769, -0.6589, -0.6313], [0.0220, 0.1325, 0.4003], [0.2033, 0.2852, -0.3681], [-0.4317, -0.0928, -0.1802], [-0.8414, 0.1200, -0.1331], [0.0221, -0.2364, -0.3507], [0.1683, 0.1250, 0.1024], [-0.1887, -0.3893, 0.2730], [-0.4098, 0.1482, 0.0790], [-0.0789, 0.3122, -0.1334], [0.2056, 0.0593, 0.0399], [0.0584, -0.1702, -0.2816], [1.5624, 1.7434, 2.2713], [0.5326, 0.2064, -0.7041], [-0.2968, -1.3868, -0.2710], [-0.0602, 0.3050, -0.4042], [-0.0752, 0.1612, -0.5277], [-0.7532, -0.3578, 0.4151], [-0.6820, 0.6338, -1.0955], [-0.1585, -0.3556, 0.0907], [-0.3108, -0.5898, -0.1034], [-0.0014, 0.0063, 0.9618], [-0.0107, 0.4143, -0.1797], [-0.3872, -0.0451, 0.3159], [-0.0473, 0.2833, 0.2377], [0.0162, -0.2335, 0.0981], [0.1100, -0.4468, 0.1940], [0.1418, 0.4943, 0.2019], [-0.0437, -0.3469, 0.2146], [0.4278, 0.0373, -0.2737], [0.3300, -0.0745, 0.1341], [-0.0314, 0.2258, -0.1443], [-0.1218, 0.4842, -0.1881], [0.2872, -0.1149, 0.4220], [-0.2453, 0.4840, 0.3304], [0.0778, 0.1045, 0.4713], [-0.4807, -0.1695, 0.3111], [-0.9467, 0.3357, -0.3653], [0.1706, 0.5439, -0.6707], [0.8613, -0.0724, -0.6372], [-0.3663, -0.4551, -0.2081], [-0.4575, -1.2127, 0.6012], [2.4221, 0.5994, -0.0186], [0.0101, 1.0932, 0.8014], [0.0600, -0.1929, 0.4224], [-0.0495, -0.8229, 0.0381], [0.0297, 0.0793, -0.3515], [0.0207, -0.0913, -0.2450], [-0.0439, 0.7997, 0.4954], [-0.0634, 0.0365, 0.0944], [0.0207, -0.3032, 0.0315], [-0.0808, -0.2524, -0.2639], [0.0237, 0.2431, -0.3256]],
  "orbital_gap_ev": [4.943, 7.614],
  "molar_mass_g_mol": 526.55,
  "total_charge": 0,
  "spin_multiplicity": 6,
  "relative_energy_kcal_mol": 0.00,
  "e_lumo_ev": [0.11, -0.10],
  "total_energy_ha": -3694.4129,
  "largest_force_ha_per_bohr": 0.06343
}


{
  "formula": "C39H45MnN10O5Sb",
  "method": "ωB97M-V with the def2-TZVPD basis set",
  "symbols": ["Mn", "C", "N", "C", "N", "C", "N", "C", "C", "C", "C", "C", "C", "C", "N", "N", "C", "O", "C", "C", "C", "C", "C", "C", "N", "C", "N", "C", "N", "C", "H", "H", "H", "H", "H", "H", "H", "H", "H", "H", "H", "H", "H", "H", "H", "H", "O", "C", "O", "C", "C", "C", "N", "C", "C", "C", "O", "O", "H", "H", "H", "C", "C", "C", "Sb", "C", "C", "C", "C", "C", "C", "H", "H", "H", "H", "H", "H", "H", "H", "H", "H", "H", "H", "H", "H", "H", "H", "H", "H", "H", "H", "H", "C", "C", "C", "N", "H", "H", "H", "H", "H"],
  "positions_angstrom": [[-0.346, -0.020, -0.085], [-0.593, 1.565, 5.088], [-1.027, 1.405, 3.682], [-0.757, 0.420, 2.851], [-1.242, 0.708, 1.639], [-1.823, 1.931, 1.825], [-1.708, 2.389, 3.045], [0.831, 2.059, 5.190], [1.102, 3.346, 5.633], [2.417, 3.789, 5.738], [3.464, 2.957, 5.378], [3.194, 1.674, 4.910], [1.887, 1.218, 4.847], [4.353, 0.801, 4.502], [5.161, 0.417, 5.667], [5.147, -0.889, 5.732], [4.424, -1.376, 4.739], [3.912, -0.416, 3.931], [4.089, -2.757, 4.486], [4.674, -3.774, 5.240], [4.310, -5.087, 4.993], [3.369, -5.384, 4.017], [2.782, -4.371, 3.263], [1.794, -4.765, 2.188], [0.893, -3.675, 1.801], [1.168, -2.605, 1.073], [0.105, -1.807, 1.030], [-0.822, -2.493, 1.769], [-0.377, -3.617, 2.266], [3.148, -3.060, 3.499], [-0.719, 0.599, 5.574], [-1.296, 2.267, 5.527], [-0.212, -0.464, 3.131], [-2.341, 2.468, 1.052], [0.288, 4.007, 5.908], [2.622, 4.787, 6.102], [4.489, 3.298, 5.453], [1.699, 0.203, 4.513], [5.398, -3.527, 6.004], [4.755, -5.886, 5.569], [3.089, -6.417, 3.844], [1.149, -5.568, 2.535], [2.304, -5.106, 1.287], [2.115, -2.460, 0.579], [-1.831, -2.148, 1.930], [2.716, -2.239, 2.941], [5.277, 1.457, 3.630], [5.175, 1.502, 2.274], [6.132, 1.736, 1.610], [3.826, 1.320, 1.636], [2.759, 2.131, 1.980], [1.518, 1.862, 1.436], [1.346, 0.879, 0.559], [2.409, 0.210, 0.094], [3.670, 0.385, 0.616], [2.072, -0.732, -1.036], [2.871, -1.491, -1.502], [0.794, -0.625, -1.419], [2.862, 2.938, 2.691], [0.649, 2.440, 1.720], [4.498, -0.201, 0.238], [-1.311, 4.706, -0.554], [-2.110, 3.657, -1.330], [-2.788, 4.259, -2.560], [-0.867, 1.970, -1.837], [-1.812, 1.265, -3.622], [-3.258, 0.814, -3.428], [-0.955, 0.210, -4.316], [0.944, 2.758, -2.688], [0.625, 3.755, -3.802], [1.923, 3.351, -1.679], [-1.982, 5.488, -0.193], [-0.569, 5.187, -1.192], [-0.786, 4.300, 0.315], [-2.883, 3.233, -0.684], [-2.064, 4.650, -3.274], [-3.411, 5.099, -2.241], [-3.435, 3.555, -3.081], [-1.818, 2.179, -4.219], [-3.307, -0.216, -3.079], [-3.786, 0.849, -4.384], [-3.824, 1.428, -2.725], [-0.798, -0.668, -3.685], [0.029, 0.588, -4.596], [-1.447, -0.118, -5.235], [1.386, 1.860, -3.127], [0.193, 4.677, -3.410], [-0.048, 3.355, -4.560], [1.553, 4.029, -4.311], [1.502, 4.205, -1.148], [2.810, 3.710, -2.208], [2.263, 2.623, -0.947], [-4.322, -3.319, -1.719], [-2.873, -3.073, -2.160], [-2.266, -1.963, -1.422], [-1.824, -1.093, -0.822], [-4.746, -4.101, -2.345], [-4.927, -2.421, -1.835], [-4.367, -3.644, -0.682], [-2.811, -2.828, -3.222], [-2.245, -3.949, -1.995]],
  "forces_ev_per_a": [[0.3255, 0.2443, 0.2034], [-0.0689, -0.0312, -0.1503], [-0.0833, 0.2954, 0.1978], [0.0533, -0.0787, -0.0047], [0.0413, -0.0018, -0.1328], [-0.0780, 0.0425, 0.0819], [0.1153, -0.2610, -0.0136], [0.0205, -0.0196, 0.0035], [0.0143, 0.0382, -0.0382], [-0.0115, -0.0273, -0.0130], [-0.0201, 0.0476, -0.0093], [0.0302, 0.0976, 0.0373], [-0.0046, -0.0455, 0.0138], [0.2117, -0.0004, 0.0767], [-0.1344, -0.2403, -0.0520], [-0.0687, 0.2391, -0.0979], [0.0906, -0.2343, 0.1169], [-0.1006, 0.0782, -0.1346], [0.0292, 0.1084, 0.0322], [0.0099, -0.0459, 0.0174], [0.0138, 0.0063, 0.0202], [0.0366, -0.0344, 0.0469], [0.0007, 0.0082, -0.0098], [-0.1478, 0.1243, -0.0601], [-0.0469, -0.1994, 0.2160], [0.0399, 0.0444, -0.1560], [-0.2481, 0.0101, 0.0697], [-0.0052, -0.0543, 0.0243], [0.1756, 0.1213, -0.1507], [-0.0051, 0.0128, -0.0240], [0.0097, -0.0216, -0.0119], [0.0133, 0.0136, 0.0345], [0.0136, 0.0263, -0.0106], [-0.0137, 0.0238, -0.0137], [0.0054, -0.0123, -0.0003], [-0.0056, -0.0091, 0.0015], [-0.0088, -0.0106, 0.0072], [-0.0107, 0.0156, 0.0178], [-0.0090, 0.0018, -0.0121], [-0.0022, 0.0086, -0.0054], [0.0001, 0.0195, 0.0000], [-0.0076, -0.0218, -0.0111], [0.0397, 0.0148, -0.0112], [-0.0012, -0.0336, 0.0216], [0.0173, 0.0022, -0.0051], [0.0009, -0.0339, 0.0183], [-0.0875, 0.0022, -0.0970], [0.0611, 0.0941, 0.1194], [0.0401, -0.0386, -0.0316], [0.0595, -0.0603, 0.0424], [-0.0610, 0.0350, 0.0494], [0.0339, 0.0101, 0.0022], [-0.2096, -0.0863, -0.0630], [-0.0431, 0.0618, -0.0009], [0.0756, -0.0345, 0.0009], [-0.4375, 0.2119, -0.1732], [0.1099, -0.0720, -0.1151], [0.4558, -0.0781, 0.2625], [0.0173, 0.0025, 0.0049], [0.0027, 0.0201, 0.0079], [0.0046, 0.0228, 0.0176], [-0.0800, 0.0185, 0.0077], [0.0513, 0.0769, 0.0233], [-0.0208, 0.0834, 0.0578], [0.0886, -0.1786, 0.1985], [-0.0547, -0.0557, -0.0441], [-0.0286, -0.0267, -0.0055], [-0.0511, -0.0132, -0.0694], [0.0377, 0.0604, -0.0168], [0.0864, -0.0015, -0.0320], [0.0401, 0.0288, -0.0673], [0.0101, -0.0072, -0.0075], [-0.0108, -0.0078, -0.0168], [-0.0128, -0.0423, -0.0016], [-0.0783, 0.0484, -0.0241], [0.0105, -0.0024, 0.0001], [0.0037, -0.0146, -0.0130], [0.0257, 0.0103, 0.0260], [-0.0093, -0.0216, -0.0756], [0.0137, -0.0379, 0.0670], [0.0249, -0.0060, 0.0020], [0.0287, -0.0002, -0.0137], [-0.0117, 0.0130, 0.0062], [0.0051, 0.0123, 0.0142], [0.0035, 0.0118, 0.0100], [0.0452, -0.0036, -0.0146], [0.0071, -0.0084, 0.0193], [0.0020, -0.0071, 0.0091], [-0.0119, -0.0062, 0.0120], [-0.0124, -0.0012, 0.0115], [-0.0256, -0.0031, -0.0092], [0.0214, 0.0157, -0.0137], [0.0344, 0.0009, -0.0260], [0.0376, 0.2014, 0.1160], [-0.2857, -0.1672, -0.0405], [-0.1258, -0.3020, -0.2438], [-0.0105, -0.0074, 0.0169], [-0.0016, -0.0069, -0.0114], [0.0001, 0.0093, -0.0005], [-0.0005, 0.0374, -0.0177], [0.0055, -0.0182, 0.0105]],
  "orbital_gap_ev": [6.236, 8.173],
  "molar_mass_g_mol": 910.55,
  "total_charge": 2,
  "spin_multiplicity": 4,
  "relative_energy_kcal_mol": 0.00,
  "e_lumo_ev": [-6.22, -6.08],
  "total_energy_ha": -3827.6584,
  "largest_force_ha_per_bohr": 0.01034
}